89
Properties=species:S:1:pos:R:3:forces:R:3 method="wB97M-V/def2-TZVPD" multiplicity=1 homo_ev=-4.5 total_energy_ev=-179181.68430 total_charge=-1
Y -0.50401 -1.03754 0.43377 0.5234 0.0493 0.5010
O 0.22909 -5.54487 -0.32219 0.0176 -0.0248 0.0231
C 0.53340 -5.96644 0.92056 0.0163 -0.0116 -0.0451
C 1.00883 -7.27321 1.05241 -0.0074 0.0052 -0.0001
C 1.34627 -7.77356 2.29261 -0.0003 -0.0046 -0.0021
C 1.21890 -6.98144 3.43190 -0.0031 0.0080 -0.0198
C 0.74556 -5.69126 3.30357 -0.0101 0.0029 0.0288
C 0.39212 -5.16047 2.06074 -0.0685 -0.0246 0.0468
C -0.11885 -3.77040 1.96855 0.0708 -0.0565 -0.2383
O -0.31447 -3.27371 0.77097 0.0918 0.2558 0.0006
N -0.32963 -3.12501 3.07388 0.0155 0.0377 -0.0316
N -0.73265 -1.82188 2.81709 -0.1258 -0.0482 0.1900
C -0.87266 -1.11943 3.86860 0.0294 -0.0058 -0.0398
S -0.45662 -1.69141 5.47485 0.0044 -0.0144 0.0211
C -0.81024 -0.10427 6.28321 -0.0047 0.0502 0.0025
C -0.56902 1.01128 5.27878 0.0347 0.0144 0.0525
S -1.44158 0.53707 3.76879 -0.0735 -0.0332 -0.0200
H -0.02712 -4.59916 -0.23504 -0.0207 0.0179 -0.0114
H 1.10503 -7.86946 0.15437 0.0011 -0.0013 0.0048
H 1.71631 -8.78872 2.37362 -0.0008 0.0043 0.0067
H 1.48891 -7.36797 4.40576 0.0009 -0.0058 -0.0076
H 0.63675 -5.05267 4.16972 -0.0037 0.0033 -0.0077
H -0.14157 -0.01639 7.13969 0.0084 -0.0044 -0.0047
H -1.84224 -0.08730 6.63340 -0.0029 -0.0160 -0.0043
H 0.49246 1.13157 5.05882 0.0007 -0.0101 -0.0158
H -0.98100 1.95961 5.62257 -0.0068 0.0003 -0.0100
C -0.46924 4.71211 -2.36014 0.0550 -0.0189 -0.0208
C -1.09366 4.55631 -0.99811 -0.0258 0.0280 0.0413
C -1.64931 5.68686 -0.40122 -0.0038 -0.0184 -0.0063
C -2.24394 5.63937 0.85052 0.0018 0.0122 -0.0052
C -2.29977 4.43925 1.53885 -0.0038 -0.0077 -0.0024
C -1.74824 3.30613 0.96305 0.0349 -0.0191 0.0212
C -1.14354 3.34164 -0.29228 0.0121 0.0421 -0.0457
P -0.45717 1.74216 -0.85821 0.0530 -0.1087 -0.0817
C 1.14374 2.19451 -1.64034 -0.0123 0.0592 -0.0186
C 1.39877 1.82347 -2.96015 -0.0103 0.0296 0.0018
C 2.60447 2.12717 -3.57277 0.0088 -0.0060 0.0055
C 3.57306 2.82504 -2.86780 0.0175 -0.0289 0.0112
C 3.32858 3.19281 -1.55391 0.0253 -0.0203 0.0348
C 2.13104 2.87975 -0.91391 0.0097 -0.0042 -0.0085
C 1.93194 3.32232 0.51108 0.0164 -0.0228 0.0021
C -1.53086 1.22059 -2.22654 -0.0113 -0.0416 0.0022
C -2.53605 2.02717 -2.75567 -0.0320 -0.0017 -0.0113
C -3.42888 1.53101 -3.68934 0.0033 -0.0164 -0.0078
C -3.31954 0.20132 -4.08451 0.0099 -0.0007 -0.0054
C -2.33633 -0.61062 -3.55501 -0.0031 0.0235 -0.0010
C -1.41079 -0.13488 -2.61240 -0.0563 -0.0092 -0.0400
C -0.39399 -1.01399 -2.01291 -0.0726 -0.0255 -0.1387
H -0.86807 5.60201 -2.84864 0.0069 -0.0030 -0.0049
H -0.65665 3.85438 -3.00405 0.0123 0.0163 0.0272
H 0.61519 4.82305 -2.28727 0.0100 0.0030 0.0117
H -1.61974 6.62575 -0.94309 0.0013 0.0008 0.0068
H -2.66872 6.53891 1.27929 0.0034 -0.0040 0.0032
H -2.76894 4.38019 2.51288 -0.0013 -0.0025 -0.0074
H -1.77916 2.36313 1.49396 -0.0018 0.0100 0.0130
H 0.63020 1.30672 -3.52197 0.0049 -0.0159 0.0019
H 2.78100 1.82104 -4.59618 0.0029 0.0017 0.0023
H 4.52182 3.06952 -3.33014 -0.0105 0.0004 -0.0031
H 4.08925 3.72886 -0.99554 -0.0009 -0.0066 -0.0097
H 2.89537 3.52194 0.98191 -0.0065 0.0140 -0.0050
H 1.42832 2.55833 1.10750 -0.0248 0.0076 -0.0156
H 1.33329 4.23530 0.56053 -0.0186 0.0004 0.0039
H -2.64768 3.04736 -2.40873 -0.0187 -0.0397 0.0012
H -4.21356 2.16403 -4.08391 0.0005 -0.0050 0.0014
H -4.02116 -0.21096 -4.80069 -0.0028 0.0050 0.0059
H -2.27678 -1.65052 -3.85346 -0.0063 -0.0163 -0.0041
H 0.61335 -0.61501 -2.16652 0.0092 0.0288 -0.0144
H -0.41697 -2.00865 -2.46860 -0.0047 -0.0107 0.0196
Te -3.40808 -0.33528 0.87372 -0.2618 0.0591 0.0020
C -3.97228 -1.70394 -0.62326 0.0044 -0.0482 0.0548
C -3.43414 -2.92519 -0.92931 -0.0015 -0.0057 0.0124
C -4.09327 -3.57495 -2.01052 0.0019 0.0159 -0.0266
C -5.13331 -2.84630 -2.50310 0.0006 -0.0640 0.0148
S -5.30360 -1.37127 -1.65122 -0.0228 0.0700 -0.0389
H -2.61406 -3.36892 -0.37937 0.0187 0.0280 -0.0097
H -3.80643 -4.54517 -2.39308 0.0014 0.0107 0.0004
H -5.80321 -3.10894 -3.30680 0.0014 0.0154 0.0077
F 6.27937 0.54393 -1.85075 -0.0135 -0.0102 0.0221
C 5.29935 0.38987 -0.95101 0.0065 0.0255 -0.0795
C 5.35507 1.05196 0.25954 -0.0080 0.0523 0.0133
F 6.40045 1.84841 0.52844 -0.0195 -0.0259 -0.0039
C 4.32131 0.92149 1.16993 0.0495 0.0628 0.0349
F 4.42828 1.60145 2.32158 -0.0131 -0.0174 -0.0203
C 3.20785 0.13399 0.91745 -0.1075 -0.0473 0.0571
Se 1.78416 -0.09997 2.15214 -0.1289 -0.0814 -0.1965
C 3.19899 -0.52222 -0.30369 -0.0328 0.0009 0.0042
F 2.15605 -1.32309 -0.60700 0.0594 -0.0652 -0.0398
C 4.20576 -0.40645 -1.23989 0.0121 0.0009 -0.0095
F 4.13912 -1.04721 -2.41039 -0.0039 0.0074 0.0208



18
Properties=species:S:1:pos:R:3:forces:R:3 method="wB97M-V/def2-TZVPD" e_above_lowest_ev=2.590 multiplicity=1 homo_ev=-8.6 total_energy_ev=-9805.41085
C 0.42680 1.06183 -1.50300 0.0935 -0.1459 0.0637
C 0.73179 1.31522 0.89886 0.1253 -0.4849 0.3168
N 0.10388 0.56392 -0.17442 -0.5279 -1.1724 0.0026
H -1.53203 0.20052 0.04956 -1.3435 -2.5337 -0.9171
H 1.50953 1.16849 -1.64161 -0.0035 -0.0169 -0.1179
H 1.69184 0.88410 1.20939 0.0238 0.0003 0.0663
H 0.94743 2.35503 0.63395 -0.2652 -0.2010 -0.3028
H 0.04656 0.38356 -2.26650 0.0432 -0.0084 0.1300
H -0.04329 2.04138 -1.63762 0.0875 -0.0636 -0.0161
H 0.05428 1.35044 1.75751 0.1803 -0.0020 0.1657
C 0.02002 -1.07404 -0.09330 2.1699 1.2682 -0.8285
N -1.94766 -0.85545 -0.02261 0.5172 0.9870 1.2346
N 0.50538 -1.59095 1.11619 -1.0496 0.6255 -0.5835
O 0.18045 -1.70718 -1.13293 -0.1584 0.5214 0.5013
H 1.09045 -2.39965 0.95761 -0.0593 0.3003 0.4202
H -2.32634 -1.30327 0.80700 -0.0769 0.3973 -0.2742
H -2.07071 -1.43489 -0.85255 -0.0968 0.9763 0.2019
H 0.61161 -0.95905 1.89445 0.3405 -0.4477 -0.0628



81
Properties=species:S:1:pos:R:3:forces:R:3 method="wB97M-V/def2-TZVPD" e_above_lowest_ev=0.065 multiplicity=2 homo_ev="-10.7 / -10.7" total_energy_ev=-39324.43749 total_charge=+1
C -3.20616 -3.18940 5.02297 0.7360 1.0045 0.1395
C -2.90503 -4.07022 3.81652 -4.1339 -0.0572 1.1015
C -1.61240 -4.92364 4.11613 2.2347 -0.1871 1.1199
O -0.48093 -4.07954 4.44866 -1.5541 -1.2469 -2.3735
C 0.13776 -3.41054 3.29702 -0.3686 1.5345 0.7236
N -4.12700 -4.92481 3.68244 3.8981 -0.0583 -0.6456
H -2.33894 -2.53246 5.08979 -0.1349 0.2929 0.2879
H -3.30009 -3.68028 5.99163 0.1490 -0.4823 -0.2143
H -4.11434 -2.60091 4.89257 0.1517 -0.0091 -0.2825
H -2.85859 -3.48749 2.89654 0.4693 -0.1714 -0.0615
H -1.47893 -5.63860 3.30426 0.5073 0.3947 -0.3555
H -1.76068 -5.50661 5.02512 -0.3006 0.1690 0.0239
H -0.63415 -2.95646 2.67567 -0.1857 -0.2544 -0.1741
H 0.86507 -3.90137 2.65034 -0.3319 -0.9913 0.4728
H 0.65332 -2.55026 3.72391 0.1108 -0.1653 0.1587
H -4.29588 -5.57753 4.43446 -0.4672 0.2407 0.6822
H -4.08458 -5.45238 2.82222 -0.7870 0.0296 -0.6489
C -0.74543 -1.30416 -3.38523 -0.3645 0.0355 -0.1730
C -1.09653 -1.71864 -4.80265 0.1046 0.1851 -0.8472
C -1.31133 -0.53223 -5.77240 -0.5725 -0.4385 0.0320
O -1.78808 -1.00574 -7.06574 0.7989 -0.9742 1.3196
C -2.14996 0.01052 -7.95782 -0.0486 0.8853 0.7541
N -0.02080 -2.54798 -5.31085 0.2695 -0.2841 -0.3475
H -0.63953 -2.19303 -2.76331 -0.4186 -0.0656 0.0477
H -1.51368 -0.62555 -3.01459 0.1408 -0.0446 0.3919
H 0.23581 -0.83608 -3.30675 -0.0190 0.3950 -0.2947
H -1.99146 -2.33956 -4.84350 -0.2594 0.1069 0.2844
H -0.34071 -0.03960 -5.82991 0.1306 0.3182 -0.4728
H -2.02220 0.16882 -5.33504 -0.2756 0.2097 -0.1372
H -1.28796 0.65256 -8.13907 -0.0009 0.2444 -0.2419
H -2.92985 0.58210 -7.45467 -0.1675 0.5046 -0.2520
H -2.55779 -0.33776 -8.90675 0.2455 -0.5453 0.2390
H 0.85076 -2.08159 -5.10357 0.3398 0.0511 0.1530
H -0.09824 -2.46504 -6.31446 0.1050 -0.5581 -0.4318
C 1.07668 7.29069 -0.04830 1.1276 1.2799 0.3217
C 0.33427 6.02696 0.01969 0.4162 -0.9933 1.4120
C -0.88883 6.01315 0.91817 0.5578 0.6388 0.2489
O -1.48492 4.74781 0.95830 -0.5478 -0.6027 0.8245
C -1.03910 3.76115 1.89412 0.1251 0.0996 -0.8617
N -0.06979 5.64215 -1.29036 -0.7381 -0.1992 -0.7705
H 0.47797 8.13272 -0.39564 0.0450 0.0641 -0.1594
H 1.94334 7.12452 -0.68814 -0.2054 0.2685 -0.4170
H 1.54224 7.56144 0.89935 -0.3371 0.0875 0.2838
H 1.06613 5.32277 0.41542 -0.0864 -0.5774 0.0645
H -1.64642 6.66540 0.48373 -0.0967 0.1876 -0.0670
H -0.62698 6.44967 1.88201 -0.1324 -0.3365 0.5090
H -1.89203 3.12082 2.11905 -0.0370 0.0949 -0.0183
H -0.62624 4.13551 2.83087 -0.0791 0.4775 -0.0122
H -0.28325 3.14497 1.40719 0.1489 -0.1495 0.0898
H -0.71269 4.87838 -1.13732 -0.0356 -0.8013 -0.2272
H -0.75053 6.37204 -1.44513 -0.1867 0.4736 -1.2199
C 0.45082 -1.16152 0.20056 0.0809 -0.8884 -0.6640
O 0.74359 0.18066 -0.06672 -0.2404 -0.1716 -0.2832
H 0.38767 -1.75136 -0.71388 0.5730 0.3685 -0.4233
H 1.23695 -1.62735 0.79479 -0.0909 -0.1230 0.2829
H -0.54884 -1.37930 0.57654 -0.2995 0.5376 0.8510
H 0.91811 0.58458 0.78650 -0.1519 0.1921 0.2158
C 0.54570 2.62553 -2.77083 0.3034 1.3290 -0.6552
O 0.91759 3.86820 -3.37793 0.3357 -0.6637 -0.7659
H -0.53735 2.52036 -2.83429 -0.1692 -0.2249 0.4496
H 0.98582 1.85050 -3.39830 0.0939 -0.1015 0.2574
H 0.94219 2.59433 -1.75597 -0.2556 -0.4426 0.0958
H 0.78579 4.62272 -2.79919 -0.2881 0.0728 0.5777
C 2.56362 -4.38905 0.19207 0.4826 -0.3660 -1.1296
O 3.09902 -3.23645 -0.39040 0.3280 1.7846 0.3531
H 1.61911 -4.54716 -0.32851 -0.2730 -0.8210 0.3945
H 3.33272 -5.12721 -0.03530 -0.6515 -0.9741 0.4735
H 2.42744 -4.31374 1.27090 0.1828 0.3587 -0.1205
H 3.26108 -3.42300 -1.31805 0.0136 0.0418 0.0041
C 1.72204 1.74836 3.14689 1.3916 0.3312 0.2351
O 0.71686 0.88182 2.70711 -0.4569 -0.4850 -0.6205
H 2.60605 1.67513 2.51344 -0.1140 -0.5679 -0.3648
H 1.49876 2.81048 3.04621 -0.5962 0.0146 0.5606
H 2.08666 1.44339 4.12778 -0.1842 0.4643 0.2533
H 0.08869 0.67060 3.40165 0.1132 0.2955 0.0596
C 4.19704 -1.32843 2.83978 -0.2507 0.3045 0.4935
O 5.22934 -2.07690 2.27910 0.3646 -0.2962 -0.3594
H 4.49733 -0.28800 2.96394 -0.0722 0.1981 0.1675
H 3.28514 -1.34432 2.24288 -0.2107 -0.0847 -0.1606
H 3.99123 -1.75108 3.82320 -0.0686 0.0592 0.0268
H 5.47872 -1.62630 1.46893 0.1707 -0.2219 -0.1834



80
Properties=species:S:1:pos:R:3:forces:R:3 method="wB97M-V/def2-TZVPD" multiplicity=2 homo_ev="-5.8 / -5.6" total_energy_ev=-87541.93709
Fe 0.03647 -0.46175 -0.80380 -0.1868 -1.3720 1.3828
C 5.75312 -2.83257 2.83372 0.0512 0.0315 -0.1620
C 4.39969 -2.55695 2.24551 -0.1153 0.0851 0.0606
C 3.48844 -3.59182 2.04452 -0.0816 0.1341 0.0501
C 2.21423 -3.34649 1.58157 0.2198 0.1199 -0.1059
C 1.77468 -2.04742 1.27716 -0.0466 0.1301 0.1626
N 0.45808 -1.80895 0.92844 0.0585 0.8859 -1.4335
C -0.47691 -2.17850 1.84281 -0.0752 0.0530 -0.1119
C -0.11401 -2.28081 3.20899 -0.1891 0.0058 0.1475
C -1.00187 -2.57502 4.21364 -0.1241 -0.0282 -0.2529
C -2.34816 -2.77751 3.91689 -0.0166 -0.0496 -0.1084
C -3.37444 -2.99705 4.98836 0.0403 0.1125 -0.0321
C -2.73236 -2.69133 2.59094 0.0842 0.1126 0.0387
C -1.84692 -2.42039 1.54643 0.6899 0.1266 1.1956
N -2.36705 -2.40787 0.24297 -0.4912 -0.0901 -0.7818
C -3.59457 -2.84894 -0.12366 -0.0947 -0.0317 -0.4331
C -3.74100 -2.62323 -1.47384 -0.0895 -0.0644 0.2607
C -2.53892 -2.03916 -1.86237 0.0735 -0.1610 0.3978
N -1.71786 -1.92166 -0.82244 0.7657 1.2606 -0.6186
C 2.72295 -1.01756 1.41575 -0.0637 -1.0220 0.0495
C 4.00169 -1.27469 1.89731 0.0073 -0.1052 -0.0240
N 2.37462 0.31290 1.10659 -0.1437 0.6311 0.1463
C 2.44342 1.38183 1.92183 -0.1236 0.0091 -0.1955
C 2.20666 2.49789 1.15177 0.0786 0.0705 0.0168
C 2.01661 2.00494 -0.13899 0.1230 -0.2566 0.3508
N 2.09388 0.67715 -0.15477 -0.5517 -0.2240 -0.6490
H 5.72185 -3.72401 3.45740 0.0493 -0.0279 0.0409
H 6.09199 -1.99806 3.44403 0.0568 0.0442 0.0538
H 6.49614 -2.99652 2.05190 0.0890 -0.0246 -0.0013
H 3.77981 -4.60311 2.28860 0.0335 -0.1506 0.0347
H 1.51079 -4.15894 1.47313 -0.0991 -0.0362 -0.0189
H 0.91337 -2.07396 3.46483 0.0690 -0.0329 0.0502
H -0.65096 -2.62803 5.23511 0.0021 0.0089 0.1275
H -2.96901 -3.57411 5.81628 -0.0081 -0.0689 0.0809
H -4.24376 -3.51650 4.59132 -0.0914 -0.0702 0.0461
H -3.71152 -2.03699 5.38219 -0.1026 0.0121 0.1364
H -3.78320 -2.81943 2.37979 -0.0752 -0.0027 -0.0496
H -4.28376 -3.31290 0.55050 0.0450 -0.0617 0.1612
H -4.60173 -2.84474 -2.07408 -0.0766 -0.0721 -0.0774
H -2.23705 -1.70788 -2.83392 0.1558 0.1444 -0.1483
H 4.68770 -0.44667 2.01345 0.0783 0.1132 0.0019
H 2.62658 1.27631 2.97237 0.1105 -0.1067 0.1585
H 2.16665 3.52042 1.46338 0.0553 0.2173 0.1425
H 1.84887 2.55573 -1.04067 -0.0552 0.0435 -0.2165
C -0.37998 -0.75528 -4.70267 0.0215 0.3556 0.3539
C -0.28840 0.70373 -4.27572 0.2385 0.0774 -0.6903
C -1.18097 1.58374 -5.16423 0.1923 -0.2656 0.4263
O -0.72916 0.87149 -2.91347 -0.3097 0.7379 0.7154
B -0.14557 2.09347 -2.50634 0.7551 -2.3985 -1.5659
O 0.95358 2.38642 -3.28579 -0.2862 0.6102 0.6227
C 1.15314 1.28419 -4.18053 0.2949 -0.8450 -0.4011
C 2.08934 0.25591 -3.52898 -0.4482 0.3247 0.1634
C 1.77012 1.79321 -5.47722 -0.2860 0.0503 0.4248
H -1.40484 -0.98868 -4.97960 -0.0965 -0.0856 -0.0292
H -0.07862 -1.41052 -3.88702 0.0924 -0.0516 -0.0069
H 0.25773 -0.93324 -5.56516 0.0451 -0.0450 -0.0958
H -2.22010 1.28427 -5.04181 -0.0445 -0.0405 -0.0027
H -0.89952 1.47779 -6.20767 0.0020 0.0488 -0.1337
H -1.08273 2.62480 -4.85886 -0.0344 0.1188 -0.1669
H 1.60720 -0.19748 -2.65038 0.2143 0.0112 -0.1722
H 2.99388 0.75287 -3.19246 0.1485 0.0390 0.0141
H 2.34613 -0.52434 -4.24120 0.0516 -0.0698 -0.0370
H 1.23551 2.66564 -5.83529 -0.0991 0.1068 -0.1584
H 1.75559 1.01389 -6.23502 0.0220 -0.0629 -0.1010
H 2.80164 2.08447 -5.28832 0.0589 -0.0205 -0.0273
O -1.59267 1.97616 2.40734 -0.3214 0.7570 -0.1600
C -1.94219 3.18981 1.88950 0.7484 -1.0770 -0.8378
C -2.49299 4.17727 2.67437 -0.4226 0.9522 0.3229
C -2.80796 5.43185 2.14831 0.3031 -0.8252 -0.0460
C -2.53603 5.69450 0.81007 -0.2116 0.4615 0.1429
C -1.97878 4.72870 0.00909 0.2783 -1.1554 0.1109
C -1.67461 3.43373 0.50807 -1.0941 2.0045 1.6618
C -1.12635 2.42800 -0.30771 1.6929 -5.1919 -1.6498
O -0.56430 2.87763 -1.51593 -1.1854 1.1421 2.3439
O -1.04842 1.19052 -0.04060 -0.4430 4.0687 -0.7333
H -1.80293 1.97039 3.34904 0.0182 -0.0626 -0.0185
H -2.67183 3.97632 3.72501 -0.0267 -0.0304 -0.0168
H -3.25834 6.18394 2.78092 0.0338 0.0157 0.0151
H -2.76739 6.66956 0.40279 0.0045 -0.0274 -0.0563
H -1.78239 4.91959 -1.03344 0.0579 0.0798 -0.0852